No. 1
# HNO3

A 2-piece molecular cluster, HNO3 overall in a non-equilibrium geometry (wB97M-V/def2-TZVPD, OMol25).

Bonds (Å) are listed after each position.
Atoms and positions in Å:
1 O -0.46 -0.68 1.23  O2 1.324
2 O 0.42 -0.75 0.25  O1 1.324, H5 0.976
3 O 0.17 1.03 -0.90  N4 1.137
4 N -0.24 1.92 -0.31  O3 1.137
5 H 0.12 -1.52 -0.27  O2 0.976

Output
**HOMO-LUMO gap (alpha / beta)**: 11.80 / 7.27 eV
**Highest occupied orbital energy (alpha / beta)**: -11.15 / -8.29 eV
**Energy relative to the best compared isomer or geometry (same formula, charge and spin)**: 26.3 kcal/mol

The natural (NBO) scheme yields these atomic charges, measured in e:
1. O -0.167
2. O -0.305
3. O -0.182
4. N 0.187
5. H 0.467

No. 2
# C41H99BIN8O7

A 6-piece molecular cluster, C41H99BIN8O7 overall in a non-equilibrium geometry (wB97M-V/def2-TZVPD, OMol25).

Bonds (Å) are listed after each position.
Atoms and positions in Å:
1 I 1.13 -3.02 1.65  C38 2.120
2 O -2.45 -5.21 1.91  C41 1.415, C56 1.415
3 O -10.79 -8.59 -3.19  C26 1.414, C37 1.412
4 O 2.40 2.27 -3.80  B58 1.406, H110 0.963
5 O 1.43 4.48 4.50  C31 1.196
6 O -1.64 1.77 -2.22  C46 1.424, C55 1.410
7 O 7.41 4.65 5.80  C18 1.412, C49 1.416
8 O -10.17 -1.35 -4.16  C23 1.412, C28 1.415
9 N 3.89 0.50 -2.95  C52 1.471, C53 1.471, B58 1.427
10 N -4.22 0.67 -3.00  C22 1.462, H104 1.016, H106 1.017
11 N 1.42 6.12 2.91  C31 1.420, H79 1.012, H136 1.013
12 N -0.74 -6.52 -0.01  C43 1.466, H69 1.015, H72 1.016
13 N -9.24 -6.15 -3.07  C40 1.467, H108 1.016, H121 1.015
14 N 8.63 5.59 8.27  C19 1.463, H107 1.015, H145 1.016
15 N 1.74 3.32 -1.34  C47 1.533, C57 1.540, H113 1.023, H156 1.017
16 N -8.11 -0.98 -2.16  C42 1.468, H114 1.016, H151 1.016
17 C 3.03 1.70 -0.04  C25 1.536, C44 1.540, C47 1.539, H83 1.091
18 C 6.14 5.18 5.47  O7 1.412, H65 1.092, H95 1.096, H141 1.091
19 C 8.65 6.41 7.05  N14 1.463, C33 1.525, C49 1.533, H78 1.094
20 C -3.16 1.51 -5.02  C22 1.525, H77 1.091, H91 1.092, H128 1.088
21 C -2.38 -8.18 0.69  C43 1.524, H101 1.091, H125 1.089, H146 1.090
22 C -3.68 1.88 -3.64  N10 1.462, C20 1.525, C46 1.533, H122 1.094
23 C -10.12 -0.53 -5.30  O8 1.412, H102 1.089, H127 1.095, H150 1.093
24 C 5.60 3.91 1.97  C29 1.531, C36 1.531, H89 1.095, H155 1.094
25 C 1.52 1.52 0.16  C17 1.536, C34 1.544, C57 1.534, H157 1.092
26 C -12.18 -8.48 -3.42  O3 1.414, H93 1.093, H119 1.094, H133 1.089
27 C 7.02 -1.67 3.21  C54 1.528, H63 1.092, H81 1.093, H131 1.091
28 C -9.12 -2.29 -4.03  O8 1.415, C42 1.532, H82 1.092, H123 1.099
29 C 4.28 3.71 1.23  C24 1.531, C44 1.535, H103 1.096, H147 1.093
30 C -7.00 -0.86 -4.33  C42 1.525, H97 1.093, H105 1.088, H112 1.092
31 C 1.27 4.77 3.35  O5 1.196, N11 1.420, C32 1.526
32 C 0.91 3.66 2.36  C31 1.526, C50 1.525, H115 1.091, H142 1.091
33 C 7.63 7.53 7.19  C19 1.525, H76 1.092, H86 1.089, H90 1.090
34 C 0.93 0.67 1.31  C25 1.544, C45 1.533, H135 1.095, H153 1.087
35 C 7.85 1.88 2.88  C39 1.532, C51 1.541, H68 1.092, H139 1.094
36 C 6.84 3.53 1.16  C24 1.531, C39 1.528, H62 1.096, H111 1.095
37 C -9.96 -8.22 -4.27  O3 1.412, C40 1.533, H80 1.093, H116 1.098
38 C 1.17 -1.28 2.86  I1 2.120, C45 1.529, H71 1.089, H87 1.087
39 C 8.04 3.13 2.03  C35 1.532, C36 1.528, H134 1.097, H154 1.094
40 C -9.66 -6.71 -4.35  N13 1.467, C37 1.533, C48 1.524, H148 1.095
41 C -3.84 -5.46 1.81  O2 1.415, H61 1.093, H67 1.094, H132 1.089
42 C -7.84 -1.73 -3.40  N16 1.468, C28 1.532, C30 1.525, H99 1.095
43 C -1.26 -7.26 1.15  N12 1.466, C21 1.524, C56 1.534, H149 1.094
44 C 3.94 2.22 1.09  C17 1.540, C29 1.535, H75 1.094, H117 1.090
45 C 1.91 -0.14 2.16  C34 1.533, C38 1.529, H118 1.090, H143 1.094
46 C -2.66 2.61 -2.76  O6 1.424, C22 1.533, H66 1.099, H126 1.092
47 C 3.04 2.51 -1.35  N15 1.533, C17 1.539, B58 1.619, H64 1.095
48 C -10.82 -5.89 -4.90  C40 1.524, H73 1.090, H109 1.090, H140 1.091
49 C 8.48 5.58 5.78  O7 1.416, C19 1.533, H60 1.099, H137 1.093
50 C 0.93 4.03 0.88  C32 1.525, C57 1.541, H70 1.092, H130 1.095
51 C 7.26 0.65 2.16  C35 1.541, C54 1.544, H74 1.094, H98 1.097
52 C 3.09 -0.73 -3.02  N9 1.471, H88 1.094, H120 1.093, H124 1.092
53 C 5.14 0.37 -2.19  N9 1.471, H85 1.091, H138 1.090, H144 1.093
54 C 7.95 -0.69 2.49  C27 1.528, C51 1.544, H59 1.093, H92 1.093
55 C -0.54 1.51 -3.06  O6 1.410, H100 1.087, H129 1.091, H152 1.096
56 C -1.66 -6.32 2.30  O2 1.415, C43 1.534, H84 1.098, H96 1.094
57 C 0.88 2.88 -0.14  N15 1.540, C25 1.534, C50 1.541, H94 1.092
58 B 3.13 1.70 -2.75  O4 1.406, N9 1.427, C47 1.619
59 H 8.81 -0.51 3.14  C54 1.093
60 H 8.39 6.23 4.90  C49 1.099
61 H -4.12 -5.85 0.83  C41 1.093
62 H 6.60 2.72 0.45  C36 1.096
63 H 6.54 -1.19 4.07  C27 1.092
64 H 3.85 3.24 -1.41  C47 1.095
65 H 5.62 5.59 6.33  C18 1.092
66 H -2.19 3.44 -3.32  C46 1.099
67 H -4.17 -6.17 2.58  C41 1.094
68 H 8.81 1.61 3.33  C35 1.092
69 H 0.07 -5.99 0.28  N12 1.015
70 H 1.80 4.66 0.70  C50 1.092
71 H 0.15 -1.00 3.10  C38 1.089
72 H -1.43 -5.82 -0.26  N12 1.016
73 H -11.61 -5.76 -4.16  C48 1.090
74 H 7.26 0.80 1.07  C51 1.094
75 H 4.89 1.69 0.98  C44 1.094
76 H 7.52 8.09 6.26  C33 1.092
77 H -2.48 0.66 -4.98  C20 1.091
78 H 9.64 6.87 6.99  C19 1.094
79 H 0.75 6.37 2.20  N11 1.012
80 H -9.01 -8.74 -4.10  C37 1.093
81 H 6.23 -2.03 2.53  C27 1.093
82 H -9.50 -3.08 -3.38  C28 1.092
83 H 3.39 0.71 -0.30  C17 1.091
84 H -2.15 -6.87 3.11  C56 1.098
85 H 5.97 0.82 -2.75  C53 1.091
86 H 7.94 8.23 7.97  C33 1.089
87 H 1.66 -1.55 3.80  C38 1.087
88 H 2.95 -1.18 -2.03  C52 1.094
89 H 5.67 4.97 2.23  C24 1.095
90 H 6.65 7.15 7.48  C33 1.090
91 H -2.64 2.35 -5.49  C20 1.092
92 H 8.31 -1.16 1.58  C54 1.093
93 H -12.55 -7.48 -3.19  C26 1.093
94 H -0.14 2.73 -0.51  C57 1.092
95 H 6.23 5.95 4.69  C18 1.096
96 H -0.74 -5.88 2.71  C56 1.094
97 H -6.89 -1.33 -5.31  C30 1.093
98 H 6.21 0.55 2.46  C51 1.097
99 H -7.23 -2.60 -3.12  C42 1.095
100 H 0.29 1.26 -2.41  C55 1.087
101 H -2.89 -8.64 1.54  C21 1.091
102 H -11.14 -0.22 -5.52  C23 1.089
103 H 4.32 4.24 0.27  C29 1.096
104 H -4.68 0.92 -2.13  N10 1.016
105 H -6.01 -0.71 -3.90  C30 1.088
106 H -3.44 0.08 -2.72  N10 1.017
107 H 9.38 4.92 8.25  N14 1.015
108 H -9.95 -6.38 -2.37  N13 1.016
109 H -10.47 -4.89 -5.16  C48 1.090
110 H 2.96 2.75 -4.41  O4 0.963
111 H 7.13 4.39 0.56  C36 1.095
112 H -7.45 0.12 -4.47  C30 1.092
113 H 1.23 3.19 -2.21  N15 1.023
114 H -8.56 -1.59 -1.49  N16 1.016
115 H -0.05 3.26 2.68  C32 1.091
116 H -10.37 -8.58 -5.21  C37 1.098
117 H 3.56 1.89 2.06  C44 1.090
118 H 2.71 -0.55 1.55  C45 1.090
119 H -12.43 -8.72 -4.45  C26 1.094
120 H 2.11 -0.51 -3.45  C52 1.093
121 H -8.40 -6.62 -2.75  N13 1.015
122 H -4.52 2.57 -3.77  C22 1.094
123 H -8.90 -2.75 -5.00  C28 1.099
124 H 3.56 -1.45 -3.68  C52 1.092
125 H -1.98 -8.97 0.06  C21 1.089
126 H -3.18 3.03 -1.90  C46 1.092
127 H -9.73 -1.08 -6.16  C23 1.095
128 H -3.99 1.23 -5.67  C20 1.088
129 H -0.70 0.65 -3.72  C55 1.091
130 H 0.06 4.67 0.68  C50 1.095
131 H 7.56 -2.55 3.56  C27 1.091
132 H -4.35 -4.51 1.97  C41 1.089
133 H -12.67 -9.19 -2.76  C26 1.089
134 H 8.24 3.97 2.71  C39 1.097
135 H 0.26 -0.05 0.83  C34 1.095
136 H 2.36 6.31 2.58  N11 1.013
137 H 9.38 4.97 5.64  C49 1.093
138 H 5.39 -0.69 -2.07  C53 1.090
139 H 7.19 2.14 3.72  C35 1.094
140 H -11.25 -6.34 -5.79  C48 1.091
141 H 5.55 4.35 5.09  C18 1.091
142 H 1.67 2.90 2.56  C32 1.091
143 H 2.34 0.49 2.95  C45 1.094
144 H 5.11 0.82 -1.20  C53 1.093
145 H 7.78 5.04 8.27  N14 1.016
146 H -3.13 -7.64 0.10  C21 1.090
147 H 3.50 4.19 1.83  C29 1.093
148 H -8.82 -6.61 -5.04  C40 1.095
149 H -0.45 -7.88 1.53  C43 1.094
150 H -9.52 0.36 -5.14  C23 1.093
151 H -8.80 -0.27 -2.38  N16 1.016
152 H -0.29 2.38 -3.67  C55 1.096
153 H 0.29 1.25 1.97  C34 1.087
154 H 8.93 3.04 1.40  C39 1.094
155 H 5.56 3.38 2.93  C24 1.094
156 H 1.96 4.31 -1.29  N15 1.017
157 H 1.26 0.94 -0.73  C25 1.092

Output
**Total charge**: +1
**HOMO-LUMO gap**: 7.34 eV
**Highest occupied orbital energy**: -10.12 eV

Atomic partial charges in e from the Mulliken method, atoms 1 to 5:
1. I 0.012
2. O -0.296
3. O -0.378
4. O -0.680
5. O -0.471

No. 3
# C9H5FNO2

A 2-piece molecular cluster, C9H5FNO2 overall in a non-equilibrium geometry (wB97M-V/def2-TZVPD, OMol25).

Bonds (Å) are listed after each position.
Atoms and positions in Å:
1 F -2.54 -1.42 -1.34  C13 1.422
2 O -0.81 3.99 -1.43  C11 1.161
3 O 0.69 3.36 0.20  C11 1.137
4 N -3.84 -0.04 1.41  C7 1.200
5 C -0.61 -0.93 0.02  C10 1.377, C12 1.388, C13 1.376
6 C 1.41 -0.20 1.24  C9 1.370, C12 1.407, H15 1.174
7 C -2.93 -0.49 0.77  N4 1.200, C13 1.391
8 C 1.61 -1.18 -0.97  C9 1.397, C10 1.422, H17 1.163
9 C 2.17 -0.63 0.19  C6 1.370, C8 1.397, H16 1.156
10 C 0.21 -1.45 -0.95  C5 1.377, C8 1.422, H14 1.050
11 C -0.08 3.64 -0.60  O2 1.161, O3 1.137
12 C 0.02 -0.30 1.09  C5 1.388, C6 1.407, H18 1.061
13 C -1.97 -0.99 -0.11  F1 1.422, C5 1.376, C7 1.391
14 H -0.10 -2.06 -1.75  C10 1.050
15 H 1.90 0.47 2.07  C6 1.174
16 H 3.29 -0.36 0.30  C9 1.156
17 H 2.19 -1.65 -1.86  C8 1.163
18 H -0.61 0.27 1.73  C12 1.061

Output
**Total charge**: -1
**HOMO-LUMO gap**: 5.25 eV
**Highest occupied orbital energy**: -2.38 eV
**Energy relative to the best compared isomer or geometry (same formula, charge and spin)**: 21.6 kcal/mol

Atomic partial charges in e from the natural (NBO) method, atoms 1 to 5:
1. F -0.382
2. O -0.533
3. O -0.495
4. N -0.509
5. C -0.075